Computed, not measured: a 8-piece molecular cluster, C26H71N3O8 overall in a non-equilibrium geometry, with wB97M-V/def2-TZVPD.

Structure (XYZ):
```
108
Properties=species:S:1:pos:R:3:forces:R:3:lowdin_charge:R:1
C -2.021158 -4.657999 2.163862 1.0 1.2 -0.3 -0.06
C -1.241271 -5.055596 0.898863 0.3 2.1 -0.4 -0.44
C 0.214398 -4.451313 0.966074 -0.7 -0.9 0.7 -0.18
O 0.142146 -3.052676 1.191675 -1.0 -0.6 0.5 -0.23
C 1.282193 -2.318056 0.842465 0.8 -0.1 0.2 -0.11
N -1.271978 -6.479649 0.731549 0.7 -1.3 -0.6 0.03
H -2.191871 -3.552252 2.313459 0.8 -1.1 -0.3 0.09
H -1.449938 -5.083843 2.992041 -0.4 0.1 0.4 0.08
H -3.007417 -5.028367 2.087140 -1.1 -0.9 0.2 0.06
H -1.751212 -4.570794 0.038994 0.3 -0.3 0.3 0.11
H 0.788981 -4.579721 0.051105 -0.1 -0.4 -0.2 0.09
H 0.683793 -5.085177 1.787448 0.0 1.1 -0.5 0.14
H 2.029987 -2.386652 1.679199 -0.3 0.3 -0.7 0.10
H 0.975961 -1.257944 0.671099 0.3 -0.8 0.1 0.09
H 1.710071 -2.772565 -0.063404 0.1 0.6 0.1 0.08
H -1.520936 -7.025434 1.535651 -0.2 0.2 0.5 0.06
H -0.440819 -6.949211 0.348749 -0.4 0.8 0.0 0.08
C 0.285278 3.543275 -5.313842 -0.5 -0.6 1.4 -0.06
C 0.099086 2.057007 -4.990275 -0.5 -0.8 -2.1 -0.37
C -1.444520 1.733888 -5.127359 2.0 -0.2 0.8 -0.22
O -1.706714 0.426642 -4.693987 -0.5 -0.9 -0.6 -0.20
C -2.955344 -0.103877 -5.188623 0.5 1.9 0.1 -0.08
N 0.919136 1.296651 -6.008398 -0.6 -0.5 0.8 0.03
H 1.304378 3.860566 -5.258826 0.7 0.1 0.2 0.07
H -0.320454 4.110928 -4.612512 0.1 0.3 0.2 0.07
H -0.057925 3.804759 -6.289357 -0.4 -0.1 -0.9 0.07
H 0.451012 1.727047 -4.003332 0.0 0.4 -0.3 0.11
H -1.734462 1.851553 -6.144155 -0.2 0.2 -1.2 0.10
H -1.987127 2.451112 -4.554549 -0.7 0.7 0.7 0.11
H -3.771272 0.304877 -4.566256 0.1 -0.5 -0.3 0.10
H -2.890246 -1.158637 -5.201655 0.0 -1.1 0.5 0.06
H -3.141146 0.172997 -6.240464 0.2 0.2 0.3 0.09
H 0.534929 1.453886 -6.936211 0.0 0.2 0.0 0.06
H 0.809335 0.280353 -5.865589 0.0 0.7 0.2 0.06
C 3.324507 1.907713 1.611495 0.7 0.3 -0.8 -0.05
C 2.141072 1.512042 2.449835 -1.3 0.5 0.4 -0.39
C 2.370859 1.717387 3.946643 1.6 0.0 -1.1 -0.20
O 3.037974 2.963279 4.155856 -0.8 -0.7 -0.7 -0.19
C 2.745690 3.499631 5.416357 0.7 0.4 -0.4 -0.11
N 1.060777 2.402256 2.011281 -0.6 0.6 -0.6 0.05
H 3.158216 1.841843 0.518581 -0.3 -0.1 0.6 0.07
H 4.189305 1.298828 1.805715 0.5 -0.3 0.3 0.08
H 3.599301 2.952967 1.812248 -0.1 -0.3 0.1 0.09
H 1.809841 0.473576 2.278858 0.3 0.3 0.0 0.13
H 2.921102 0.867384 4.322234 0.8 -0.2 0.4 0.12
H 1.467714 1.715977 4.480927 -1.7 0.0 0.5 0.09
H 3.159793 2.813562 6.130501 0.2 -0.1 1.0 0.08
H 1.685156 3.647933 5.626243 -0.2 0.0 -0.2 0.09
H 3.273115 4.454727 5.404991 -0.1 0.0 0.5 0.10
H 1.296421 3.340633 2.293564 0.6 0.5 -0.3 0.09
H 0.157536 2.335212 2.461016 -0.3 -1.0 0.3 0.06
C -1.065565 0.927715 -0.603557 1.2 -0.3 2.3 -0.07
C -0.444850 2.152429 -1.218341 1.9 0.1 1.1 -0.24
O 0.997571 2.159645 -0.875910 -1.0 0.2 -0.4 -0.16
H -1.320861 0.992422 0.511212 0.5 0.5 -1.4 0.09
H -0.361554 0.076721 -0.677259 -0.5 0.3 -0.4 0.07
H -1.964715 0.738634 -1.078647 -1.9 -0.8 -1.1 0.04
H -0.913333 3.075516 -0.852892 0.1 -0.1 -0.1 0.11
H -0.484908 2.140425 -2.310633 -0.1 -0.1 0.3 0.08
H 1.088700 2.184424 0.112561 -0.4 0.2 -0.4 0.03
C -3.696198 4.534717 2.102425 1.3 -0.6 0.9 -0.04
C -3.086893 3.897839 3.387698 -0.5 1.2 -0.9 -0.51
C -4.164562 3.564345 4.392320 -0.9 -0.8 1.1 -0.08
O -2.282389 2.784981 3.072372 -0.7 -1.9 1.1 -0.08
H -2.915546 4.794484 1.414668 0.7 0.3 -0.3 0.06
H -4.218735 5.436920 2.350487 -0.5 0.4 0.1 0.07
H -4.293971 3.838804 1.557747 -0.8 -0.6 -0.1 0.07
H -2.414158 4.646410 3.850138 -0.3 -0.1 -0.2 0.13
H -3.715017 3.642998 5.405450 -0.4 -0.8 -0.4 0.08
H -4.755125 2.581977 4.211140 1.4 1.3 0.3 0.12
H -4.953353 4.314490 4.444572 0.1 0.3 -0.4 0.07
H -2.609120 2.029128 3.658526 1.1 1.2 -1.4 0.10
C -0.252386 -3.382276 -4.371382 -0.6 1.1 0.2 -0.05
C 0.006990 -2.864903 -2.968428 1.5 0.2 -0.1 -0.49
C -1.243336 -2.760470 -2.180581 -1.9 1.1 0.9 -0.06
O 0.969241 -3.683809 -2.287809 0.0 -0.5 -0.1 -0.07
H 0.677515 -3.435050 -4.932481 -0.1 0.2 -0.2 0.08
H -0.958476 -2.616621 -4.717229 0.4 -0.1 -0.9 0.07
H -0.807633 -4.306642 -4.468397 0.1 -0.5 0.4 0.08
H 0.520905 -1.873165 -3.077706 -0.6 -0.7 0.3 0.13
H -1.176650 -2.343150 -1.149721 0.5 -0.2 -0.7 0.08
H -1.799709 -3.688769 -2.065389 0.3 -0.5 -0.2 0.08
H -1.962943 -2.106173 -2.707493 0.3 0.0 0.1 0.08
H 0.677114 -4.592433 -2.449709 0.2 0.1 0.2 0.09
C 0.466880 -1.609789 4.247338 -1.1 0.6 -0.1 -0.01
C -0.969064 -1.009423 4.368236 0.5 -1.8 0.2 -0.51
C -1.337484 -0.629711 5.777661 0.3 0.6 1.7 -0.05
O -1.233944 0.089256 3.572779 0.3 2.4 -0.3 -0.05
H 0.628769 -1.898150 3.207079 0.0 -0.1 0.2 0.04
H 0.581732 -2.484087 4.908764 -0.1 0.4 -0.3 0.09
H 1.167172 -0.832324 4.516805 0.5 0.1 0.2 0.06
H -1.646479 -1.731685 3.962394 -0.5 -1.3 0.3 0.11
H -1.136379 0.479624 5.922752 -0.1 -1.3 -0.1 0.10
H -0.751227 -1.221336 6.537200 -0.4 0.7 -0.8 0.09
H -2.390419 -0.798945 6.059729 0.3 0.1 -0.5 0.08
H -1.096875 -0.072480 2.642913 0.1 -0.4 -0.4 0.08
C 4.394498 -0.310788 -2.182699 1.0 -1.3 1.0 -0.07
C 3.324672 -0.013031 -3.153396 -2.8 2.6 0.4 -0.49
C 3.257284 -0.907951 -4.312287 1.8 -1.6 -0.7 -0.07
O 1.976889 -0.117825 -2.470985 1.1 1.2 0.0 -0.12
H 4.272010 -1.357221 -1.764936 0.0 1.0 -0.5 0.10
H 4.308374 0.385580 -1.327374 0.5 -0.3 -0.4 0.07
H 5.394332 -0.310868 -2.688727 -0.7 0.4 0.6 0.09
H 3.375124 1.059322 -3.508554 0.2 -0.9 0.4 0.15
H 2.607241 -0.643942 -5.107087 -0.7 0.7 -0.5 0.04
H 2.928781 -1.867864 -3.934071 0.1 -0.6 0.0 0.08
H 4.280214 -1.030027 -4.773954 -0.9 0.0 0.5 0.11
H 1.798636 0.721341 -1.944286 0.4 -1.1 -0.7 0.06
```
Positions in Å, forces in eV/Å.

Results
- HOMO energy (eV) = -9.00
- frontier orbital gap (eV) = 9.69
- SMILES = COC[C@H](C)N.COC[C@H](C)N.COC[C@H](C)N.CC(C)O.CC(C)O.CC(C)O.CC(C)O.CCO
- total charge = 0
- multiplicity = 1
- energy above the lowest of the compared OMol25 structures with the same formula, charge and spin (eV) = 0.3731